1.
46
Properties=species:S:1:pos:R:3 method="wB97M-V/def2-TZVPD" smiles="COc1ccccc1NS(=O)(=O)C[C@]12CC[C@H](CC1=O)C2(C)C" relative_energy_kj_mol=102.2 energy_ev=-38517.1860 charge=0
C -4.057 -1.750 -0.771
O -3.149 -1.105 0.088
C -2.978 0.236 -0.027
C -3.822 1.116 -0.686
C -3.571 2.481 -0.645
C -2.490 2.976 0.056
C -1.618 2.102 0.688
C -1.844 0.737 0.634
N -0.994 -0.197 1.220
S -0.498 -1.534 0.333
O -0.954 -2.743 0.945
O -0.750 -1.360 -1.070
C 1.312 -1.567 0.631
C 2.217 -0.411 0.263
C 2.097 0.851 1.091
O 1.471 0.994 2.113
C 2.941 1.891 0.390
H 2.336 2.761 0.137
H 3.742 2.240 1.045
C 3.451 1.131 -0.838
H 3.775 1.775 -1.654
C 4.528 0.173 -0.329
H 5.035 -0.325 -1.154
H 5.284 0.690 0.260
C 3.706 -0.814 0.513
H 3.943 -0.750 1.576
H 3.866 -1.847 0.206
C 2.263 0.194 -1.165
C 2.528 -0.838 -2.255
H 3.357 -1.499 -2.022
H 1.634 -1.441 -2.392
H 2.746 -0.332 -3.193
C 1.014 0.981 -1.566
H 0.656 1.640 -0.781
H 0.207 0.298 -1.810
H 1.235 1.582 -2.446
H 1.377 -1.765 1.700
H 1.607 -2.467 0.094
H -0.261 0.192 1.799
H -0.765 2.473 1.238
H -2.311 4.039 0.103
H -4.240 3.156 -1.158
H -4.685 0.750 -1.220
H -3.837 -1.526 -1.819
H -5.092 -1.471 -0.542
H -3.917 -2.814 -0.590



2.
12
Properties=species:S:1:pos:R:3 method="wB97M-V/def2-TZVPD" smiles="C=C(C)C(=S)S" relative_energy_kj_mol=88.9 energy_ev=-25914.3697 charge=0
C -2.266 0.175 -0.343
C -1.068 -0.459 0.372
C -1.059 -1.296 1.371
C 0.299 0.006 -0.168
H -2.447 1.163 0.076
H -2.083 0.278 -1.423
H -3.140 -0.433 -0.104
H -0.149 -1.640 1.837
H -1.983 -1.685 1.872
H 0.944 0.693 2.030
S 1.157 1.217 0.828
S 0.931 -0.525 -1.558



Q: What is the charge in the first record?
A: 0